1.
Computed, not measured: a structure of composition C11H20O2PdS6Se2Te2 in a non-equilibrium geometry, with the ωB97M-V functional and the def2-TZVPD basis.

Each line ends with the Löwdin charge.
Positions of all 44 atoms, in Å:
Pd 0.081 -0.516 1.476  -0.120
Se 0.333 0.405 3.679  0.005
Te -0.007 -2.010 3.710  0.408
Te 1.664 -2.830 1.521  0.775
Se 3.667 -3.713 2.273  0.006
C 0.918 -2.994 -3.523  -0.099
C 0.488 -1.530 -3.479  -0.267
C 0.660 -0.828 -2.130  -0.343
S -0.443 -1.349 -0.838  0.767
O -0.585 -2.848 -0.834  -0.536
C -2.030 -0.671 -1.371  -0.313
C -3.169 -1.449 -0.721  -0.272
C -3.341 -1.059 0.749  -0.106
H 0.995 -3.325 -4.560  0.075
H 0.219 -3.640 -2.999  0.061
H 1.900 -3.122 -3.059  0.081
H -0.538 -1.419 -3.834  0.099
H 1.109 -0.956 -4.171  0.112
H 0.491 0.251 -2.203  0.085
H 1.662 -0.975 -1.721  0.089
H -2.038 -0.719 -2.460  0.090
H -2.029 0.375 -1.056  0.074
H -2.971 -2.513 -0.824  0.096
H -4.080 -1.239 -1.283  0.114
H -2.377 -0.858 1.218  0.008
H -3.842 -1.837 1.323  0.081
H -3.916 -0.137 0.844  0.067
C 3.491 -0.607 1.505  -0.279
O 2.350 -1.087 0.787  -0.730
H 4.409 -1.152 1.310  0.033
H 3.338 -0.553 2.583  0.054
H 3.625 0.422 1.161  0.085
C 2.424 3.901 0.760  -0.432
S 1.151 5.047 1.290  0.841
C -0.311 4.097 1.557  -0.971
C -0.701 2.840 1.321  -1.062
S 0.191 1.547 0.480  0.555
S -2.328 2.453 1.817  0.867
C -2.793 3.996 2.415  -1.520
S -4.271 4.350 3.025  0.550
S -1.515 5.137 2.307  0.900
H 3.290 4.550 0.620  0.034
H 2.181 3.416 -0.180  0.010
H 2.646 3.151 1.514  0.030

HOMO energy = -7.6 eV
energy = -8437.48267 a.u.
frontier orbital gap = 5.585 eV


2.
Computed, not measured: a structure of composition C10H38B2HgO12P2 in a non-equilibrium geometry, with the ωB97M-V functional and the def2-TZVPD basis.

Each line ends with the Löwdin charge.
Positions of all 65 atoms, in Å:
Hg -1.226 0.569 -0.585  1.122
B -2.253 -1.695 -0.605  -0.431
H -2.609 -2.658 -0.935  -0.007
H -1.385 -1.496 -1.215  -0.054
H -2.978 -0.964 -0.926  -0.045
H -2.079 -1.680 0.460  -0.062
B -3.036 1.924 -1.449  -0.407
H -2.162 2.293 -0.934  -0.089
H -3.860 2.618 -1.506  -0.030
H -2.696 1.640 -2.433  -0.051
H -3.282 1.041 -0.880  -0.089
C 0.003 -3.445 0.987  -0.064
O 1.353 -2.958 0.863  -0.229
P 1.692 -1.397 1.081  0.522
O 0.651 -0.493 0.471  -0.280
O 1.895 -1.224 2.705  -0.217
C 0.932 -1.204 3.701  -0.131
O 3.165 -1.198 0.451  -0.211
C 4.134 -2.209 0.779  -0.084
H 0.081 -4.502 1.242  0.095
H -0.366 -3.439 -0.039  0.068
H -0.633 -2.932 1.709  0.090
H -0.112 -1.112 3.399  0.094
H 1.063 -0.442 4.469  0.086
H 0.995 -2.093 4.329  0.092
H 5.153 -1.833 0.872  0.094
H 4.122 -3.094 0.142  0.097
H 3.852 -2.462 1.801  0.075
C 2.854 1.785 -1.707  -0.099
O 2.689 1.177 -2.972  -0.209
P 1.400 0.214 -3.132  0.581
O 0.124 0.602 -2.372  -0.311
O 1.141 0.114 -4.748  -0.219
C 1.329 1.276 -5.670  -0.060
O 1.987 -1.302 -2.833  -0.219
C 1.196 -2.481 -2.886  -0.095
H 2.349 2.750 -1.647  0.090
H 3.930 1.861 -1.554  0.098
H 2.539 1.037 -0.979  0.064
H 2.358 1.237 -6.027  0.079
H 1.184 2.298 -5.322  0.086
H 0.769 1.198 -6.602  0.084
H 0.684 -2.584 -1.929  0.062
H 1.715 -3.425 -3.051  0.093
H 0.395 -2.479 -3.625  0.097
C 0.684 3.290 1.107  -0.181
C 0.909 2.501 2.420  -0.177
O -0.358 2.254 3.053  -0.068
O 0.173 2.549 -0.022  -0.142
H 1.706 3.587 0.871  0.115
H -0.037 4.079 1.323  0.135
H 1.533 3.183 2.997  0.126
H 1.420 1.561 2.209  0.106
H -0.232 2.641 3.922  0.109
H -0.015 3.266 -0.633  0.093
C -4.210 -0.242 1.977  -0.252
C -3.360 0.896 2.538  -0.200
O -2.172 1.011 1.749  -0.127
O -3.506 -1.412 2.247  -0.090
H -4.694 -0.275 1.001  0.132
H -5.078 -0.283 2.634  0.109
H -3.189 0.826 3.612  0.122
H -4.019 1.756 2.417  0.113
H -1.581 1.586 2.241  0.011
H -3.029 -1.608 1.437  -0.010

HOMO energy = -8.5 eV
energy = -2192.34739 a.u.
frontier orbital gap = 8.531 eV


3.
Computed, not measured: a cluster of 2 separate species, C4H10NO5 in total in a non-equilibrium geometry, with the ωB97M-V functional and the def2-TZVPD basis.

Each line ends with the Löwdin charge.
Positions of all 20 atoms, in Å:
C 0.254 1.529 0.180  -0.450
C 1.907 -0.742 -0.032  -0.158
C -1.724 0.227 0.814  -0.043
C -1.470 -1.111 0.159  -0.171
N -0.488 1.065 1.129  0.190
O 1.238 2.431 0.438  0.176
O -0.085 1.402 -1.089  0.160
O 3.222 -0.995 0.102  0.104
O 1.315 -1.156 -1.130  0.058
O -1.130 -0.908 -1.208  -0.048
H -2.315 0.095 1.602  0.096
H -2.182 0.814 0.136  0.103
H -0.503 -1.591 0.478  0.121
H -2.196 -1.915 0.515  0.167
H -0.299 1.180 2.098  0.172
H 1.515 2.736 -0.443  0.154
H -0.532 0.533 -1.303  0.084
H 3.446 -0.919 0.983  0.062
H 1.912 -1.610 -1.737  0.134
H -1.884 -1.065 -1.693  0.089

HOMO energy = -12.9 eV
energy = -589.04228 a.u.
charge = +1
frontier orbital gap = 10.114 eV


4.
Computed, not measured: a structure of composition C43H44BMnO3P2 in a non-equilibrium geometry, with the ωB97M-V functional and the def2-TZVPD basis.

Each line ends with the Löwdin charge.
Positions of all 94 atoms, in Å:
Mn -0.592 -0.045 -0.104  0.443
P -0.770 2.145 -0.713  1.099
C -1.658 0.039 1.312  -0.103
O -2.122 0.059 2.406  0.207
P -0.820 -2.240 -0.579  1.103
C -0.776 3.176 0.823  -0.364
C -2.251 2.860 -1.537  -0.360
C 0.619 2.861 -1.698  -0.331
C 0.737 -3.193 -0.881  -0.348
C -1.470 -3.178 0.871  -0.282
C -1.940 -2.814 -1.916  -0.359
C 0.297 4.002 1.160  -0.069
C 0.275 4.724 2.354  -0.046
C -0.816 4.622 3.220  -0.036
C -1.900 3.813 2.872  -0.042
C -1.890 3.109 1.668  -0.121
H 1.142 4.097 0.479  0.110
H 1.117 5.374 2.595  0.124
H -0.824 5.178 4.158  0.125
H -2.761 3.731 3.536  0.123
H -2.755 2.511 1.384  0.107
C 1.916 2.421 -1.396  -0.122
C 3.028 2.963 -2.041  -0.051
C 2.855 3.947 -3.020  -0.029
C 1.565 4.379 -3.339  -0.028
C 0.449 3.834 -2.693  -0.043
H 2.046 1.645 -0.640  0.068
H 4.026 2.611 -1.778  0.119
H 3.723 4.373 -3.524  0.128
H 1.423 5.147 -4.098  0.126
H -0.553 4.175 -2.958  0.112
C -2.682 4.170 -1.275  -0.073
C -3.796 4.697 -1.932  -0.029
C -4.480 3.923 -2.870  -0.031
C -4.048 2.621 -3.147  -0.053
C -2.940 2.086 -2.486  -0.100
H -2.151 4.790 -0.550  0.121
H -4.116 5.716 -1.709  0.128
H -5.346 4.337 -3.386  0.126
H -4.574 2.018 -3.887  0.118
H -2.599 1.071 -2.708  0.087
C -2.682 -3.882 0.896  0.003
C -3.103 -4.496 2.082  0.055
C -2.335 -4.388 3.246  0.065
C -1.123 -3.687 3.216  0.016
C -0.687 -3.108 2.026  -0.038
H -3.296 -3.957 -0.003  0.127
H -4.037 -5.056 2.093  0.149
H -2.673 -4.849 4.175  0.152
H -0.514 -3.587 4.115  0.136
H 0.269 -2.578 1.976  0.098
C 1.763 -2.563 -1.594  -0.089
C 2.977 -3.216 -1.809  -0.025
C 3.177 -4.512 -1.326  -0.016
C 2.152 -5.154 -0.632  -0.026
C 0.932 -4.503 -0.418  -0.071
H 1.609 -1.553 -1.977  0.079
H 3.770 -2.705 -2.355  0.126
H 4.129 -5.018 -1.492  0.132
H 2.290 -6.169 -0.256  0.129
H 0.134 -5.021 0.115  0.118
C -1.653 -3.974 -2.645  -0.058
C -2.559 -4.456 -3.593  -0.024
C -3.744 -3.760 -3.843  -0.021
C -4.030 -2.591 -3.129  -0.043
C -3.136 -2.115 -2.166  -0.108
H -0.724 -4.513 -2.464  0.108
H -2.333 -5.377 -4.130  0.130
H -4.445 -4.131 -4.591  0.131
H -4.958 -2.049 -3.317  0.124
H -3.371 -1.212 -1.597  0.096
H 2.368 -0.115 -3.916  0.022
H 1.730 -0.130 -4.314  0.035
C 2.419 1.607 3.736  0.019
C 2.583 0.895 2.409  -0.467
C 3.748 1.515 1.652  0.008
O 1.367 1.150 1.703  0.071
B 1.052 -0.008 0.958  -0.562
O 2.007 -1.026 1.193  0.078
C 2.662 -0.669 2.415  -0.472
C 4.047 -1.285 2.397  0.014
C 1.917 -1.271 3.600  -0.007
H 1.541 1.252 4.288  0.097
H 2.292 2.684 3.562  0.099
H 3.302 1.475 4.369  0.114
H 3.563 2.581 1.467  0.107
H 4.662 1.435 2.254  0.115
H 3.924 1.022 0.687  0.095
H 4.610 -1.000 3.297  0.117
H 3.966 -2.381 2.414  0.105
H 4.631 -1.002 1.515  0.098
H 0.882 -0.909 3.680  0.096
H 1.897 -2.367 3.526  0.097
H 2.444 -1.026 4.532  0.118

HOMO energy (spin up / spin down) = -16.1 / -16.2 eV
multiplicity = 4
energy = -3748.17240 a.u.
charge = +3
frontier orbital gap (spin up / spin down) = 4.959 / 3.128 eV


5.
Computed, not measured: a cluster of 2 separate species, HPS2 in total in a non-equilibrium geometry, with the ωB97M-V functional and the def2-TZVPD basis.

Each line ends with the Löwdin charge.
Positions of all 4 atoms, in Å:
P -2.824 0.782 -0.087  0.219
S -4.274 -0.370 0.072  0.069
S -0.509 -0.986 -0.001  -0.004
H -1.135 -2.013 0.708  -0.284

HOMO energy (spin up / spin down) = -8.7 / -8.7 eV
energy = -1138.27438 a.u.
frontier orbital gap (spin up / spin down) = 6.519 / 6.521 eV


6.
Computed, not measured: a structure of composition C33H37BrFN7O2ReSSi in a non-equilibrium geometry, with the ωB97M-V functional and the def2-TZVPD basis.

Each line ends with the Löwdin charge.
Positions of all 84 atoms, in Å:
Re 0.185 0.762 0.668  1.395
C -2.593 -4.162 2.375  -0.067
C -1.200 -4.375 1.802  -0.223
N -0.278 -3.275 2.112  -0.009
C -0.244 -2.115 1.459  -0.743
S 0.945 -0.921 2.053  0.719
N -1.017 -1.952 0.412  0.045
N -0.935 -0.696 -0.135  -0.150
C -1.510 -0.456 -1.276  -0.225
C -2.242 -1.494 -2.050  0.012
C -1.427 0.941 -1.752  -0.220
C -2.040 1.357 -2.920  0.023
C -2.047 2.711 -3.229  0.004
C -1.457 3.611 -2.359  -0.002
C -0.832 3.125 -1.224  -0.102
N -0.801 1.825 -0.930  -0.037
H -3.241 -4.994 2.097  0.085
H -3.033 -3.244 1.987  0.051
H -2.564 -4.106 3.464  0.084
H -1.238 -4.480 0.718  0.107
H -0.750 -5.281 2.204  0.123
H 0.311 -3.355 2.926  0.130
H -2.057 -2.478 -1.631  0.079
H -1.935 -1.478 -3.096  0.098
H -3.318 -1.298 -2.019  0.112
H -2.528 0.643 -3.568  0.124
H -2.530 3.058 -4.133  0.130
H -1.469 4.674 -2.553  0.128
H -0.341 3.781 -0.520  0.126
C 2.404 4.357 -1.077  -0.039
O 1.928 3.009 -1.101  -0.135
C 2.415 2.196 -2.062  -0.207
C 3.066 2.677 -3.189  -0.036
C 3.572 1.807 -4.142  -0.677
Br 4.446 2.497 -5.658  0.823
C 3.445 0.450 -3.975  -0.066
C 2.774 -0.044 -2.856  -0.056
C 2.225 0.814 -1.883  -0.177
O 1.553 0.287 -0.826  -0.294
C 2.685 -1.474 -2.627  -0.166
N 2.135 -1.938 -1.518  0.216
C 2.212 -3.326 -1.512  -0.137
C 1.808 -4.281 -0.587  0.009
C 2.054 -5.601 -0.909  -0.052
C 2.682 -5.961 -2.111  -0.052
C 3.090 -5.015 -3.030  0.011
C 2.842 -3.688 -2.702  -0.149
N 3.120 -2.495 -3.376  0.219
H 3.492 4.385 -1.135  0.112
H 2.078 4.773 -0.129  0.097
H 1.976 4.942 -1.894  0.102
H 3.192 3.741 -3.328  0.110
H 3.875 -0.218 -4.709  0.111
H 1.812 -1.171 -0.903  0.072
H 1.339 -3.997 0.345  0.091
H 1.765 -6.381 -0.218  0.115
H 2.858 -7.008 -2.319  0.119
H 3.581 -5.296 -3.952  0.125
H 3.586 -2.414 -4.265  0.177
C -3.298 -0.271 2.337  -0.160
Si -2.814 1.505 2.065  0.497
C -3.545 2.222 0.508  -0.153
C -3.458 2.586 3.443  -0.163
N -0.963 1.524 1.980  -0.235
C -0.222 1.969 3.120  -0.311
C -0.634 1.908 4.451  -0.024
C 0.212 2.337 5.465  -0.042
C 1.482 2.822 5.193  -0.041
C 1.944 2.853 3.881  0.017
C 1.077 2.414 2.921  -0.223
F 1.502 2.353 1.592  -0.063
H -4.303 -0.291 2.768  0.053
H -2.630 -0.767 3.047  0.039
H -3.317 -0.868 1.422  0.017
H -4.616 2.313 0.715  0.054
H -3.453 1.621 -0.395  0.021
H -3.180 3.232 0.308  0.042
H -4.505 2.775 3.185  0.049
H -2.967 3.557 3.521  0.055
H -3.467 2.119 4.428  0.037
H -1.602 1.505 4.709  0.094
H -0.133 2.282 6.489  0.122
H 2.125 3.156 5.997  0.122
H 2.939 3.187 3.617  0.134

HOMO energy (spin up / spin down) = -13.0 / -13.2 eV
multiplicity = 2
energy = -5252.96290 a.u.
charge = +2
frontier orbital gap (spin up / spin down) = 6.548 / 6.419 eV


7.
Computed, not measured: the molecule C5H6O, with the ωB97M-V functional and the def2-TZVPD basis.

Each line ends with the Löwdin charge.
Positions of all 12 atoms, in Å:
C -1.086 1.008 0.139  -0.013
C -0.639 -0.435 0.009  -0.486
O -1.026 -1.255 0.809  0.066
C 0.413 -0.917 -1.012  -0.106
C 1.490 -0.681 -0.039  -0.123
C 1.866 -0.016 0.895  0.120
H -2.149 0.985 -0.111  0.087
H -0.584 1.750 -0.487  0.083
H -1.012 1.302 1.190  0.089
H 0.632 -0.334 -1.912  0.117
H 0.148 -1.940 -1.284  0.117
H 1.946 0.533 1.803  0.050

HOMO energy = -9.6 eV
SMILES = C#CCC(C)=O
energy = -269.25456 a.u.
frontier orbital gap = 10.328 eV